The following is a quantum chemistry calculation of a structure of composition C19H25BrF7O8PSi2, from the Open Molecules 2025 dataset.

Structure (XYZ):
```
63
C19H25BrF7O8PSi2 the ωB97M-V functional and the def2-TZVPD basis
Br -3.13 -6.00 2.22
P -2.30 -4.07 3.08
Si -3.40 -2.34 2.18
Si -2.16 0.23 1.78
F -3.18 3.18 0.08
F -5.10 3.95 1.03
F -5.01 1.77 0.40
F -2.03 1.75 4.03
F -4.65 1.51 2.97
F -1.25 2.89 2.18
F -3.95 3.64 3.35
O -0.66 -3.83 2.58
O 2.62 2.57 -4.82
O 0.65 -3.21 -0.07
O 0.70 -5.45 0.23
O 2.62 -4.30 0.18
O -2.87 -0.89 2.95
O 1.31 4.42 -4.82
O 0.37 2.39 -4.61
C 2.85 2.84 0.10
C 3.69 3.01 2.68
C 1.76 -6.40 0.15
C 1.89 2.19 -0.96
C -3.75 2.52 2.47
C -2.24 1.97 2.61
C -1.98 2.91 -4.83
C 0.63 0.67 0.89
C -0.63 3.35 -4.31
C 1.54 3.08 -4.76
C 0.80 1.13 -0.57
C 2.68 2.37 1.59
C -4.22 2.82 0.96
C 1.59 1.33 1.95
C 4.26 -6.08 0.11
C 1.27 -4.22 0.10
C -0.10 4.58 -4.97
C 2.93 -5.61 0.65
C -0.40 -0.42 1.43
H 1.54 -7.27 0.76
H -0.67 3.46 -3.22
H 1.86 -6.72 -0.90
H 4.72 3.23 2.20
H 0.15 0.69 -1.39
H -1.96 2.79 -5.92
H -0.52 -4.50 1.86
H 3.67 3.59 -0.19
H 0.03 -0.90 2.37
H 2.05 2.52 -2.07
H -3.02 0.15 0.60
H -2.76 3.63 -4.58
H 4.25 -6.11 -0.98
H -0.51 -1.21 0.58
H 3.88 2.23 3.51
H 5.05 -5.38 0.40
H 1.50 1.01 3.04
H -0.44 5.50 -4.48
H 3.26 3.97 3.15
H -3.27 -2.32 0.72
H 4.51 -7.07 0.49
H 2.95 -5.58 1.74
H -4.83 -2.52 2.56
H -0.33 4.64 -6.04
H -2.25 1.93 -4.42
```

Calculated values
**HOMO level**: -8.33 eV
**Charge**: 0
**LUMO energy**: -0.121 eV
**M**: 681.437 g mol⁻¹
**HOMO-LUMO gap**: 8.21 eV

=====

The following is a quantum chemistry calculation of an isolated molecule of C19H25ClN2O2, from the Open Molecules 2025 dataset.

Structure (XYZ):
```
49
C19H25ClN2O2 the ωB97M-V functional and the def2-TZVPD basis
Cl 4.01 -3.98 0.48
O 2.99 2.26 -1.66
O 2.92 1.61 1.16
N -2.07 0.76 1.83
N 4.98 -1.58 0.43
C 1.85 2.17 -0.90
C -0.66 2.07 0.34
C 1.76 1.85 0.46
C 0.69 2.46 -1.60
C 4.03 -2.35 -0.07
C -1.98 1.98 1.04
C 3.13 -0.58 -1.36
C 0.50 1.80 1.05
C -2.04 -0.47 1.06
C 5.03 -0.32 0.05
C -4.38 -2.39 -1.41
C -0.56 2.41 -1.00
C 4.21 1.71 -1.20
C 3.07 -1.91 -0.97
C -5.69 -2.60 -0.66
C -3.19 -2.10 -0.48
C 4.12 0.25 -0.84
C -3.29 -0.75 0.22
C 2.82 1.06 2.45
H -4.17 -0.74 0.88
H -1.16 -0.43 0.41
H -2.90 0.78 2.41
H -3.42 0.03 -0.53
H -2.28 -2.12 -1.07
H -1.90 -1.29 1.78
H 2.40 1.78 3.16
H 0.78 2.71 -2.65
H 5.82 0.27 0.49
H 2.32 -2.57 -1.35
H 3.84 0.82 2.74
H -2.80 2.08 0.30
H 2.22 0.15 2.45
H -6.00 -1.69 -0.15
H 0.40 1.54 2.09
H -2.07 2.82 1.74
H -4.16 -3.30 -1.98
H -5.58 -3.39 0.09
H -1.44 2.62 -1.58
H 4.89 1.83 -2.06
H 2.41 -0.19 -2.07
H -6.48 -2.88 -1.35
H -4.49 -1.57 -2.12
H -3.12 -2.90 0.27
H 4.61 2.27 -0.35
```

Calculated values
**SMILES**: CCCCCNCc1ccc(OCc2ccc(Cl)nc2)c(OC)c1
**HOMO level**: -8.21 eV
**Charge**: 0
**LUMO energy**: 0.721 eV
**M**: 348.874 g mol⁻¹
**HOMO-LUMO gap**: 8.93 eV

=====

The following is a quantum chemistry calculation of a structure of composition C19H25ClN2Zr, from the Open Molecules 2025 dataset.

Structure (XYZ):
```
48
C19H25ClN2Zr the ωB97M-V functional and the def2-TZVPD basis
Zr 0.06 0.16 -0.70
Cl 0.12 0.74 -2.96
N 0.49 1.16 1.82
N 0.00 -0.52 3.43
C 0.73 1.58 4.26
C 1.72 -1.23 0.75
C -1.88 -1.13 0.05
C -1.98 -0.67 -1.31
C 1.63 1.29 -6.38
C 0.25 0.78 -6.41
C -0.87 1.73 -6.41
C -2.02 -0.03 0.94
C 2.20 -0.73 -1.44
C 0.42 0.76 3.15
C 0.01 -0.64 -6.70
C 0.90 2.46 1.66
C 1.14 2.88 4.00
C 0.88 -2.03 -0.09
C 1.23 3.33 2.68
C -2.15 1.16 0.19
C 2.47 -0.36 -0.07
C -2.24 0.77 -1.21
C 1.12 -1.72 -1.47
H -1.81 -2.18 0.31
H -0.72 2.66 -5.84
H -0.23 -1.19 2.68
H -2.38 2.17 0.55
H 2.66 -0.24 -2.29
H -0.07 -0.89 4.38
H -2.03 -1.29 -2.20
H -2.08 -0.09 2.02
H 1.84 -1.34 1.82
H 1.39 3.54 4.81
H -2.40 1.46 -2.02
H 1.81 1.48 -7.46
H 0.63 1.16 5.27
H 0.69 -2.22 -2.33
H 0.22 -2.84 0.22
H 2.39 0.58 -6.00
H -0.94 1.97 -7.50
H 1.55 4.37 2.42
H 1.79 2.22 -5.81
H -1.83 1.32 -6.06
H 0.77 -1.33 -6.31
H 0.94 2.73 0.60
H 0.03 -0.63 -7.82
H -0.95 -1.03 -6.34
H 3.29 0.31 0.24
```

Calculated values
**HOMO level**: -13.75 eV
**Charge**: +2
**LUMO energy**: -7.674 eV
**M**: 408.100 g mol⁻¹
**HOMO-LUMO gap**: 6.07 eV

=====

The following is a quantum chemistry calculation of an isolated molecule of C19H25F3N4O2, from the Open Molecules 2025 dataset.

Structure (XYZ):
```
53
C19H25F3N4O2 the ωB97M-V functional and the def2-TZVPD basis
F 5.36 2.42 -0.83
F 4.54 2.53 0.90
F 3.41 1.66 -1.03
O 2.81 0.15 1.62
O -1.65 -2.76 -0.71
N 3.12 -0.77 -0.30
N 0.99 -0.02 0.12
N -3.35 -2.30 0.90
N -3.13 0.08 -0.07
C 4.56 1.57 -0.28
C -2.22 -2.03 -0.02
C -0.82 -0.28 -1.10
C -4.01 0.31 -1.12
C -5.34 0.54 -0.88
C -1.22 -0.43 1.33
C 7.23 -1.00 -0.09
C 2.39 -0.18 0.65
C 5.18 0.15 -0.15
C 0.38 -0.90 -0.81
C 6.62 0.27 0.02
C -5.42 2.08 -0.55
C -3.09 1.59 0.45
C 4.39 -0.96 -0.07
C -1.88 -0.57 0.05
C 0.01 0.48 1.47
C -4.44 2.25 0.61
C 5.21 -2.17 -0.12
C 6.56 -2.04 -0.14
H -4.71 1.79 1.53
H -4.06 -0.84 -1.54
H 2.59 -1.84 -0.56
H 8.22 -0.86 0.24
H 7.15 -3.18 0.07
H -0.98 -1.33 1.89
H 0.62 0.55 2.21
H -4.37 3.23 1.08
H -0.79 0.72 -1.19
H -3.51 0.52 -2.08
H -2.47 1.68 1.42
H -3.72 -1.47 1.13
H -1.85 0.08 2.24
H -5.83 -0.03 -0.20
H 7.11 1.21 0.08
H -2.65 2.30 -0.33
H 4.48 -2.98 -0.03
H 0.96 -0.44 -1.76
H 0.39 -1.76 -0.87
H -1.27 -0.77 -1.96
H -4.98 2.50 -1.24
H -3.78 -3.18 0.76
H -6.44 2.36 -0.07
H -0.30 1.51 1.02
H -5.96 0.54 -1.73
```

Calculated values
**SMILES**: NC(=O)C1(N2CCCCC2)CCN(C(=O)Nc2ccccc2C(F)(F)F)CC1
**HOMO level**: -8.46 eV
**Charge**: 0
**LUMO energy**: 0.420 eV
**M**: 398.429 g mol⁻¹
**HOMO-LUMO gap**: 8.88 eV

=====

The following is a quantum chemistry calculation of a structure of composition C19H25F4HgN6O3Se, from the Open Molecules 2025 dataset.

Structure (XYZ):
```
59
C19H25F4HgN6O3Se the ωB97M-V functional and the def2-TZVPD basis
Hg -0.25 0.72 0.54
Se -1.87 -0.30 2.25
F 3.26 -2.15 -5.12
F 3.41 2.16 -3.28
F 1.49 -2.92 -3.41
F 1.56 1.51 -1.53
O -0.41 5.12 -0.08
O 1.79 1.06 1.69
O 2.95 2.60 2.84
N 0.44 -0.97 -1.37
N 0.44 -0.14 4.33
N 0.44 -2.07 3.41
N -2.44 -1.11 -1.57
N -1.37 1.97 -1.37
N 0.02 2.99 0.73
C 1.89 -1.62 -3.32
C 3.41 0.03 -4.27
C -0.23 -2.26 -1.30
C 1.21 3.41 1.44
C -1.78 3.26 -0.79
C -0.62 3.88 0.01
C 2.05 2.26 2.04
C -0.03 1.16 4.79
C 1.35 -0.75 -2.30
C 2.92 0.90 -3.31
C 1.78 -1.70 3.58
C -3.78 -0.99 -1.05
C -0.01 -3.28 2.77
C 2.85 -1.23 -4.23
C -2.45 -1.31 -3.00
C -0.42 -1.10 3.86
C 1.77 -0.48 4.14
C 1.97 0.56 -2.40
C -1.69 -2.13 -0.86
H -3.74 -0.83 0.03
H -2.61 3.07 -0.10
H 0.27 -2.91 -0.57
H -1.43 -1.27 -3.40
H 1.89 3.95 0.77
H 2.60 -2.32 3.24
H 0.98 4.10 2.25
H -1.09 -3.20 2.63
H -0.56 2.07 -1.97
H 0.64 1.54 5.56
H 4.18 0.30 -4.98
H -0.06 1.87 3.97
H -4.39 -1.90 -1.24
H -2.10 1.51 -1.91
H -4.29 -0.14 -1.51
H 0.45 -3.39 1.79
H -1.76 -1.91 0.20
H -2.17 -3.13 -1.03
H 2.58 0.21 4.35
H 0.22 -4.16 3.38
H -3.02 -0.51 -3.48
H -0.23 -2.80 -2.24
H -2.09 4.01 -1.52
H -1.03 1.04 5.19
H -2.90 -2.28 -3.30
```

Calculated values
**HOMO level (spin up / spin down)**: -0.48 / -1.70 eV
**Multiplicity**: 2
**Charge**: -2
**LUMO energy (spin up / spin down)**: 4.774 / 4.637 eV
**M**: 740.990 g mol⁻¹
**HOMO-LUMO gap (spin up / spin down)**: 5.25 / 6.34 eV

=====

The following is a quantum chemistry calculation of a structure of composition C19H25F6N2ORuS5, from the Open Molecules 2025 dataset.

Structure (XYZ):
```
59
C19H25F6N2ORuS5 the ωB97M-V functional and the def2-TZVPD basis
Ru -0.13 0.37 0.10
S -4.41 2.98 0.33
S 1.21 -1.22 1.78
S 2.48 0.58 -0.82
S 0.14 -1.45 -2.04
S -1.98 -1.77 0.42
F -1.33 4.21 0.26
F 0.18 3.72 -1.16
F 0.30 5.58 -0.05
F 0.71 5.04 2.97
F 0.92 2.93 3.37
F -0.96 3.72 2.70
O 0.60 2.20 0.88
N -2.88 2.39 -1.83
N -2.27 1.49 0.24
C -2.65 1.54 1.56
C 0.90 -0.09 -3.00
C 2.35 0.01 -2.56
C -0.01 4.30 0.05
C 3.32 -0.80 0.04
C -3.04 2.22 -0.51
C -3.82 2.29 1.80
C -4.34 2.42 3.08
C 0.09 -2.65 2.07
C -2.47 1.13 3.90
C 0.37 3.83 2.55
C 0.83 3.51 1.10
C 2.31 3.92 0.94
C -1.97 0.96 2.62
C 2.40 -1.90 0.55
C -0.74 -3.07 0.87
C -1.67 -1.35 -2.33
C -3.66 1.83 4.13
C -2.38 -2.23 -1.32
H -1.92 0.74 4.75
H -4.04 1.92 5.13
H 3.00 -2.66 1.07
H -1.02 0.45 2.45
H 3.83 -0.33 0.88
H 0.38 0.84 -2.79
H 2.91 3.33 1.62
H -1.98 -0.30 -2.22
H -3.48 3.04 -2.31
H -1.88 -1.69 -3.35
H -5.24 2.99 3.25
H -1.96 2.24 -2.22
H -1.31 -3.96 1.14
H 0.84 -0.34 -4.06
H 1.85 -2.36 -0.26
H 4.06 -1.21 -0.64
H -0.56 -2.34 2.88
H 2.88 -0.94 -2.66
H 0.71 -3.48 2.41
H 2.86 0.77 -3.16
H 2.62 3.73 -0.09
H -3.45 -2.10 -1.41
H 2.44 4.97 1.16
H -0.13 -3.28 -0.01
H -2.14 -3.29 -1.45
```

Calculated values
**HOMO level (spin up / spin down)**: -13.57 / -13.58 eV
**Multiplicity**: 2
**Charge**: +2
**LUMO energy (spin up / spin down)**: -9.000 / -8.132 eV
**M**: 672.815 g mol⁻¹
**HOMO-LUMO gap (spin up / spin down)**: 4.57 / 5.45 eV

=====

The following is a quantum chemistry calculation of a structure of composition C19H25FeN8O2, from the Open Molecules 2025 dataset.

Structure (XYZ):
```
55
C19H25FeN8O2 the ωB97M-V functional and the def2-TZVPD basis
Fe -0.81 0.30 0.04
O 4.90 1.20 3.69
O 5.53 1.77 -0.34
N -4.81 -3.15 -3.09
N -2.13 1.61 -1.05
N 4.40 1.11 1.50
N -3.98 -1.11 -2.44
N -2.98 -3.15 -1.72
N -2.08 -1.06 -1.05
N -1.16 -3.06 -0.35
N 1.05 0.46 -1.02
C -3.90 -2.46 -2.40
C 3.65 0.33 -1.95
C 1.03 -1.51 2.15
C 2.60 -0.11 -2.74
C -4.00 3.09 -2.44
C -2.09 2.95 -1.04
C -3.01 3.73 -1.72
C -4.04 1.71 -2.47
C -0.37 -1.16 2.64
C -3.08 1.01 -1.76
C 2.07 0.88 -0.26
C 4.54 1.28 0.17
C -2.10 -2.42 -1.05
C 1.31 -0.04 -2.23
C -3.06 -0.49 -1.76
C 5.44 1.51 2.43
C -0.85 0.19 2.09
C 3.39 0.81 -0.68
C -0.39 -1.19 4.17
H 6.35 0.95 2.22
H 1.36 -2.48 2.51
H -0.24 1.00 2.50
H 3.64 0.58 1.90
H -4.75 3.67 -2.98
H -1.18 -4.06 -0.31
H -0.05 -2.16 4.56
H -0.52 -2.54 0.24
H 2.76 -0.50 -3.74
H -1.40 -1.01 4.55
H 5.65 2.57 2.30
H 0.46 -0.37 -2.81
H -4.79 1.16 -3.02
H -1.90 0.37 2.37
H 1.74 -0.76 2.51
H -4.78 -4.15 -3.08
H 1.81 1.29 0.71
H 4.67 0.30 -2.30
H 0.26 -0.41 4.57
H 5.54 1.43 4.37
H 1.10 -1.52 1.05
H -2.94 4.80 -1.68
H -5.50 -2.66 -3.62
H -1.07 -1.94 2.30
H -1.29 3.40 -0.46
```

Calculated values
**HOMO level (spin up / spin down)**: -10.73 / -11.37 eV
**Multiplicity**: 5
**Charge**: +1
**LUMO energy (spin up / spin down)**: -3.245 / -3.387 eV
**M**: 453.308 g mol⁻¹
**HOMO-LUMO gap (spin up / spin down)**: 7.49 / 7.98 eV

=====

The following is a quantum chemistry calculation of a structure of composition C19H25IN3O4, from the Open Molecules 2025 dataset.

Structure (XYZ):
```
52
C19H25IN3O4 the ωB97M-V functional and the def2-TZVPD basis
I 0.18 -6.67 -1.23
O 2.73 -0.23 -0.54
O 4.81 0.59 -0.18
O -0.71 0.68 -0.16
O -2.28 0.42 -1.77
N 0.10 3.31 1.17
N 0.31 -0.96 -1.61
N -0.45 -2.12 0.30
C -5.00 -0.88 1.12
C -2.65 0.46 1.78
C 0.44 0.32 -0.93
C 0.29 -2.13 -0.80
C -4.06 -0.59 0.14
C 0.36 -4.36 0.74
C 1.56 0.28 0.09
C -4.76 -0.48 2.42
C 1.53 3.59 -0.82
C 3.82 -0.31 0.30
C 1.76 2.43 -1.83
C 0.67 1.38 -2.03
C 1.05 -3.22 -1.19
C 0.13 3.78 -0.22
C 1.12 -4.40 -0.47
C -2.90 0.07 0.48
C -0.36 -3.25 1.03
C -1.94 0.38 -0.62
C -3.59 0.17 2.75
H -4.25 -0.90 -0.87
H 1.90 2.90 -2.81
H 2.72 1.98 -1.60
H 1.08 -1.07 -2.24
H 4.18 -1.34 0.32
H 2.21 3.45 0.02
H -0.83 3.40 1.55
H -5.49 -0.67 3.20
H 0.75 3.85 1.73
H 1.83 4.53 -1.28
H -3.41 0.50 3.76
H -0.93 -3.25 1.95
H -0.06 4.86 -0.20
H -0.68 3.35 -0.80
H 0.36 -5.22 1.40
H 0.95 0.84 -2.93
H 1.63 -3.14 -2.11
H -5.93 -1.37 0.87
H 1.72 -5.23 -0.78
H -0.27 1.86 -2.29
H -1.73 0.98 1.99
H 1.28 -0.35 0.93
H 3.54 -0.01 1.32
H 1.74 1.27 0.52
H 5.54 0.53 0.43
```

Calculated values
**HOMO level**: -3.07 eV
**Charge**: -1
**LUMO energy**: 2.400 eV
**M**: 486.330 g mol⁻¹
**HOMO-LUMO gap**: 5.47 eV

=====

The following is a quantum chemistry calculation of a structure of composition C19H25N10S2Tc, from the Open Molecules 2025 dataset.

Structure (XYZ):
```
57
C19H25N10S2Tc the ωB97M-V functional and the def2-TZVPD basis
Tc -0.24 -0.15 -0.34
S 1.95 -0.33 -1.09
S -0.74 1.74 -1.39
N 0.12 -2.65 -2.12
N 3.83 -0.80 0.76
N -0.45 -3.26 -3.09
N -3.48 1.18 -0.96
N -3.00 2.74 -2.39
N -2.33 -0.56 0.24
N -0.01 -4.45 -3.58
N 3.50 1.41 0.25
N -0.67 -1.60 -1.88
N -1.57 -2.72 -3.55
C -1.68 -1.67 -2.76
C -0.95 1.38 2.15
C -4.63 -0.10 0.74
C -4.68 1.65 -1.50
C -4.37 2.62 -2.38
C 5.67 0.75 1.15
C -2.47 1.86 -1.54
C -4.69 -1.20 1.58
C 4.64 1.87 1.06
C 3.17 0.14 0.11
C 0.24 0.91 1.50
C -2.43 -1.64 1.04
C -0.43 -0.63 3.05
C 0.58 -0.34 2.11
C 5.01 -0.54 1.60
C -3.58 -2.02 1.70
C -1.35 0.43 3.09
C -2.25 3.70 -3.22
C -3.45 0.15 0.04
H -2.49 -0.97 -2.83
H 3.02 2.06 -0.36
H 3.57 -1.76 0.55
H 6.14 0.61 0.18
H -1.49 3.17 -3.79
H -0.34 -4.60 -4.52
H -2.22 0.50 3.73
H -2.95 4.17 -3.90
H 4.69 -0.48 2.65
H -3.59 -2.91 2.31
H -5.63 1.22 -1.25
H -5.00 3.23 -3.00
H -5.48 0.55 0.64
H 0.99 1.63 1.18
H 0.98 -4.58 -3.40
H -1.80 4.46 -2.57
H 5.04 2.75 0.58
H -0.46 -1.52 3.66
H -1.45 2.31 1.96
H 4.27 2.16 2.05
H -1.53 -2.23 1.15
H -5.61 -1.41 2.12
H 5.68 -1.39 1.49
H 1.48 -0.90 1.95
H 6.44 1.03 1.86
```

Calculated values
**HOMO level (spin up / spin down)**: -17.04 / -16.86 eV
**Multiplicity**: 2
**Charge**: +3
**LUMO energy (spin up / spin down)**: -10.920 / -11.027 eV
**M**: 555.613 g mol⁻¹
**HOMO-LUMO gap (spin up / spin down)**: 6.11 / 5.83 eV

=====

Maximum force readings, ordered: 4.8 0.7 4.4 18.0 0.7 4.3 0.8 4.0 1.0 eV/A